Entry from the Open Molecules 2025 dataset: a molecular structure, CHN4O2 (wB97M-V/def2-TZVPD).

Last column: Mulliken charge in e.
Element x y z (Å)
C 1.14 0.08 0.72  0.60
N -1.47 -0.37 -1.37  -0.45
N -0.23 -0.76 -1.57  -0.43
N -1.11 0.14 -0.19  -0.03
N 0.25 -0.17 -0.41  0.41
O 2.34 -0.26 0.53  -0.71
O 0.53 0.63 1.63  -0.69
H -1.45 0.72 0.67  0.30

Calculated values
- E_HOMO (Ha) = -0.1912
- ΔE to the lowest compared entry with this formula, charge and spin (kJ/mol) = 314.42
- orbital gap (eV) = 9.6
- lowest unoccupied orbital energy (eV) = 4.373
- calculated total energy (Eh) = -408.1560
- total charge = -1



Entry from the Open Molecules 2025 dataset: 5 unconnected molecules or ions with the total composition C10H20Cl10 (wB97M-V/def2-TZVPD).

Last column: Mulliken charge in e.
Element x y z (Å)
Cl -0.48 -8.32 2.91  -0.19
C 0.53 -7.49 1.71  -0.39
C -0.33 -6.86 0.62  -0.44
Cl 0.58 -5.84 -0.52  -0.19
H 1.13 -8.29 1.29  0.28
H 1.15 -6.73 2.17  0.32
H -1.01 -6.17 1.11  0.29
H -0.91 -7.55 0.00  0.33
Cl -0.01 2.41 -1.27  -0.19
C -0.83 0.94 -0.65  -0.45
C -0.02 -0.38 -0.81  -0.25
Cl 1.77 -0.23 -0.36  -0.19
H -1.74 0.91 -1.25  0.31
H -1.14 1.26 0.35  0.26
H -0.25 -0.72 -1.82  0.21
H -0.51 -1.14 -0.22  0.30
Cl 1.72 -2.24 -5.11  -0.18
C 0.36 -2.65 -6.12  -0.48
C -0.15 -1.37 -6.76  -0.41
Cl -0.93 -0.29 -5.55  -0.16
H -0.40 -3.12 -5.50  0.31
H 0.78 -3.40 -6.79  0.31
H -0.93 -1.64 -7.47  0.28
H 0.65 -0.89 -7.32  0.33
Cl 0.91 9.31 2.28  -0.16
C 0.91 8.46 0.78  -0.39
C -0.44 7.68 0.68  -0.47
Cl -1.77 8.85 0.52  -0.18
H 1.61 7.62 0.83  0.26
H 1.07 9.17 -0.04  0.33
H -0.64 7.00 1.51  0.34
H -0.39 7.10 -0.25  0.27
Cl 1.26 -1.05 5.04  -0.18
C 0.67 0.64 4.87  -0.46
C -0.74 0.70 5.45  -0.42
Cl -1.93 -0.10 4.31  -0.19
H 0.85 1.12 3.92  0.35
H 1.33 1.25 5.49  0.28
H -0.93 1.77 5.50  0.27
H -0.81 0.29 6.46  0.34

Calculated values
- E_HOMO (Ha) = -0.3903
- ΔE to the lowest compared entry with this formula, charge and spin (kJ/mol) = 125.90
- orbital gap (eV) = 11.0
- lowest unoccupied orbital energy (eV) = 0.386
- calculated total energy (Eh) = -4994.9163



Entry from the Open Molecules 2025 dataset: 4 unconnected molecules or ions with the total composition C2H11O4 (wB97M-V/def2-TZVPD).

Last column: Mulliken charge in e.
Element x y z (Å)
C -0.84 -0.21 1.42  -0.50
O -0.49 0.12 0.12  -0.75
C 0.49 -0.85 2.13  -0.93
H -1.47 -1.11 1.36  0.30
H -1.12 0.66 2.04  0.27
H 1.09 -1.32 1.32  0.20
H 0.17 -1.67 2.79  0.33
H 0.99 -0.17 2.82  0.24
H 1.67 1.64 -1.37  0.21
H 0.43 0.74 -0.88  0.54
O 1.06 0.97 -1.68  -0.77
H -1.80 1.31 -0.92  0.33
H -1.18 1.78 -1.94  0.30
O -1.68 2.23 -1.22  -0.67
H 1.28 -0.92 -2.46  0.33
H 0.65 -1.50 -1.29  0.31
O 0.76 -1.70 -2.23  -0.72

Calculated values
- E_HOMO (Ha) = -0.1393
- ΔE to the lowest compared entry with this formula, charge and spin (kJ/mol) = 130.26
- orbital gap (eV) = 7.9
- lowest unoccupied orbital energy (eV) = 4.108
- calculated total energy (Eh) = -383.7562
- total charge = -1



Entry from the Open Molecules 2025 dataset: a single C2H4N2O3 molecule (wB97M-V/def2-TZVPD).

Last column: Mulliken charge in e.
Element x y z (Å)
C -1.37 0.06 -0.03  0.65
C 0.80 0.63 0.23  0.04
H -3.25 -0.62 0.26  0.26
H -2.05 -1.86 0.84  0.29
H 0.32 1.59 0.37  0.40
H 3.35 -0.64 0.15  0.38
N -2.28 -0.93 0.19  -0.47
N 2.19 0.53 0.43  -0.35
O -1.66 1.18 -0.30  -0.52
O -0.11 -0.43 -0.23  -0.31
O 2.49 -0.73 -0.36  -0.38

Calculated values
- E_HOMO (Ha) = -0.3574
- ΔE to the lowest compared entry with this formula, charge and spin (kJ/mol) = 428.97
- orbital gap (eV) = 10.3
- lowest unoccupied orbital energy (eV) = 0.582
- calculated total energy (Eh) = -413.7283